[1]
The following is a DFT calculation (ωB97M-V/def2-TZVPD) of a structure of composition C37H37N7S4V.

Structure (XYZ):
```
86
Properties=species:S:1:pos:R:3:forces:R:3
V -0.38996 0.69090 0.36321 -0.59 0.32 -0.28
S 2.14991 2.48707 -4.62116 0.00 0.09 -0.07
C 2.88396 2.56193 -6.15837 0.04 -0.04 -0.02
C 3.40986 1.36175 -6.52900 -0.02 -0.01 0.01
C 3.20796 0.35748 -5.55105 -0.06 0.15 0.00
C 2.53107 0.81853 -4.45216 0.04 -0.21 0.06
C 2.15094 0.06144 -3.25890 0.03 0.00 -0.04
C 1.29050 0.62600 -2.30039 -0.03 0.11 0.03
N 0.90030 0.00862 -1.20077 0.08 -0.10 0.17
C 1.33369 -1.25246 -0.98582 0.08 -0.22 0.05
C 2.20393 -1.90873 -1.86685 -0.01 -0.03 0.03
C 2.61925 -3.25354 -1.55635 -0.02 0.05 0.01
C 2.16177 -3.88683 -0.45633 -0.02 0.04 0.01
C 1.23893 -3.24202 0.44364 -0.04 -0.10 -0.04
C 0.69355 -3.87763 1.56541 0.03 0.11 -0.05
C -0.21517 -3.20977 2.36950 -0.03 -0.02 0.06
C -0.53043 -1.88229 2.01880 -0.10 -0.01 0.08
N -0.02373 -1.25169 0.97101 0.17 -0.07 0.01
C 0.84456 -1.92836 0.17313 0.11 0.04 -0.03
C -0.83759 -3.82744 3.54165 -0.01 0.21 -0.10
C -1.59199 -3.22094 4.51418 0.02 -0.14 0.04
C -2.03218 -4.12736 5.50803 0.03 -0.02 -0.01
C -1.60514 -5.39957 5.27266 -0.04 0.02 0.00
S -0.67872 -5.50957 3.84769 0.00 -0.07 0.07
C 2.61521 -1.22204 -3.01266 -0.03 0.08 0.04
H 2.89552 3.48709 -6.71060 -0.01 0.03 0.01
H 3.91875 1.19789 -7.46614 0.01 0.01 -0.02
H 3.54785 -0.65980 -5.67432 0.00 -0.03 0.01
H 0.89297 1.62431 -2.44444 0.03 0.02 -0.04
H 3.31074 -3.74784 -2.22643 0.00 0.00 -0.01
H 2.47995 -4.89644 -0.23137 0.00 -0.01 0.01
H 0.99599 -4.89200 1.79434 -0.01 -0.02 0.02
H -1.23453 -1.31128 2.61362 0.00 -0.04 0.02
H -1.81916 -2.16577 4.54669 0.01 0.03 -0.02
H -2.63113 -3.84965 6.36109 -0.01 0.01 0.02
H -1.79054 -6.28057 5.86474 0.00 -0.02 0.00
H 3.30170 -1.69941 -3.69949 0.01 -0.01 -0.01
S 3.28937 1.75048 3.01274 -0.04 0.06 0.07
C 1.97014 0.94345 2.30064 -0.01 -0.18 -0.11
N 1.41260 1.51509 1.27036 -0.09 0.00 -0.02
C 2.05740 2.71882 0.98184 -0.12 -0.04 -0.03
C 1.72686 3.59370 -0.05706 0.07 0.06 0.01
C 2.46309 4.74843 -0.20081 0.04 -0.03 0.04
C 3.52142 5.04097 0.67392 -0.04 0.05 -0.06
C 3.85720 4.18846 1.70050 0.00 -0.08 0.04
C 3.11067 3.01735 1.84830 0.07 0.11 -0.13
H 1.62875 -0.00786 2.68458 0.03 -0.01 0.03
H 0.91401 3.37681 -0.73995 0.01 -0.05 0.00
H 2.22810 5.43895 -0.99880 0.00 0.01 0.00
H 4.08392 5.95403 0.53778 0.00 0.01 0.00
H 4.67593 4.42034 2.36732 0.00 -0.01 0.02
S -2.31887 0.09450 -1.08438 0.33 -0.09 -0.03
C -1.86595 -1.42433 -1.81270 -0.02 0.22 0.15
N -1.25847 -1.43941 -2.99022 -0.10 -0.05 0.03
C -0.89930 -2.66843 -3.70255 0.03 0.05 -0.02
C -1.83419 -3.78608 -3.27644 0.00 -0.05 -0.01
C -1.83631 -3.88645 -1.76079 0.01 0.00 0.06
N -2.12824 -2.56706 -1.19390 0.02 0.06 -0.04
H -1.14243 -0.54358 -3.43618 0.02 -0.01 -0.02
H 0.13943 -2.92226 -3.47328 -0.02 -0.02 -0.03
H -0.97149 -2.46703 -4.76945 -0.01 -0.03 0.00
H -1.50661 -4.72888 -3.71125 0.01 0.00 0.01
H -2.84418 -3.58612 -3.63747 0.00 0.01 0.01
H -0.86515 -4.22876 -1.39066 -0.01 -0.01 -0.02
H -2.59672 -4.57714 -1.40179 0.00 -0.01 -0.04
H -2.63202 -2.48807 -0.32555 0.00 -0.03 0.02
C -3.07980 1.39196 2.06580 0.18 -0.19 -0.06
C -4.00427 2.55427 2.49007 -0.10 0.05 0.05
N -3.26284 3.81015 2.51238 0.01 -0.02 0.03
C -2.83481 4.14843 1.16513 0.01 0.09 -0.08
C -2.05506 2.96204 0.54152 0.00 -0.11 0.13
N -1.77388 1.93128 1.58916 0.09 0.07 -0.05
C -1.12411 2.62114 2.74421 0.10 -0.21 -0.05
C -2.08954 3.65657 3.36134 -0.03 0.08 0.06
H -3.50670 0.79150 1.26435 -0.05 0.01 0.03
H -2.85389 0.72471 2.90202 -0.05 0.02 0.00
H -4.41961 2.37547 3.48212 -0.01 -0.01 -0.02
H -4.84218 2.66007 1.80003 0.02 0.00 -0.01
H -2.22048 5.04855 1.20890 0.00 -0.01 0.01
H -3.71037 4.37365 0.55582 0.01 0.02 0.02
H -1.09331 3.28441 0.12217 -0.04 0.03 -0.01
H -2.64251 2.49209 -0.24600 0.02 0.01 0.00
H -0.21100 3.08747 2.37575 -0.04 0.06 0.02
H -0.83759 1.85044 3.46466 0.01 0.05 0.01
H -1.59884 4.62504 3.46339 0.01 -0.02 0.01
H -2.41675 3.35085 4.35558 -0.01 -0.01 -0.02
```
Positions in Å, forces in eV/Å.

Multiplicity: 2
M (g mol⁻¹): 758.96
Max |F| (eV/Å): 0.725
HOMO energy (alpha / beta) (eV): -12.6634 / -11.9611
Net charge: +2

[2]
The following is a DFT calculation (ωB97M-V/def2-TZVPD) of a structure of composition C37H38BIrN4O6P2S.

Structure (XYZ):
```
90
Properties=species:S:1:pos:R:3:forces:R:3
Ir -0.28690 0.99194 0.22940 0.05 -0.06 0.02
C 1.29938 1.14793 3.08847 0.00 0.00 0.04
C -0.11485 1.72884 3.28782 -0.04 0.01 0.02
P -1.20099 0.64803 2.28309 0.02 0.05 0.02
C -1.14288 -0.88352 3.25916 0.03 -0.01 -0.02
C -1.92969 -0.94654 4.41197 0.00 0.01 -0.02
C -1.81539 -2.01884 5.28149 0.00 0.00 -0.01
C -0.90392 -3.03234 5.01727 0.01 0.00 -0.01
C -0.10717 -2.96785 3.88408 -0.01 -0.02 0.02
C -0.22614 -1.89927 3.00779 -0.03 0.01 -0.04
C -2.94300 1.09264 2.20821 0.00 0.02 -0.03
C -3.84158 0.10127 1.92480 -0.01 0.02 0.02
C -5.14225 0.39160 1.48041 0.00 0.00 -0.01
C -5.52181 1.72987 1.21560 0.00 -0.01 0.00
C -4.68113 2.75544 1.47471 0.03 0.01 0.01
C -3.36245 2.53053 2.13317 0.00 -0.01 -0.02
P 1.67436 0.74892 1.30784 0.06 0.02 0.02
C 2.58502 -0.81010 1.31321 0.05 0.02 0.05
C 2.51239 -1.65804 0.21125 0.02 -0.03 0.02
C 3.20625 -2.86059 0.21586 -0.02 0.01 0.00
C 3.98095 -3.21181 1.31138 0.02 -0.01 -0.01
C 4.08112 -2.35394 2.39912 -0.02 0.00 0.01
C 3.38719 -1.15474 2.40178 -0.02 0.00 -0.05
C 2.87191 2.01128 0.80856 0.00 -0.04 -0.04
C 2.56733 3.35465 1.02654 -0.01 0.02 0.03
C 3.45759 4.34046 0.63453 0.01 -0.01 0.00
C 4.65262 3.99058 0.02012 0.00 0.00 -0.01
C 4.95537 2.65578 -0.20511 0.00 0.01 0.00
C 4.06766 1.66496 0.18560 0.00 -0.03 0.00
H 1.39394 0.22088 3.65653 0.00 0.00 -0.01
H 2.05520 1.84165 3.45624 0.01 0.00 -0.01
H -0.18662 2.74523 2.89852 -0.01 0.00 0.00
H -0.38362 1.72842 4.34491 0.00 -0.01 0.00
H -2.64118 -0.15932 4.62969 -0.01 0.00 0.00
H -2.43618 -2.06158 6.16636 0.00 0.00 0.00
H -0.81522 -3.86998 5.69640 0.00 0.00 0.00
H 0.60736 -3.75278 3.67290 0.00 0.00 0.00
H 0.39234 -1.87456 2.12304 -0.01 0.00 -0.01
H -3.53397 -0.93585 1.99361 0.01 0.00 0.01
H -5.82663 -0.41780 1.27092 0.00 0.00 0.00
H -6.49292 1.92931 0.78248 0.00 0.00 0.00
H -4.94714 3.78348 1.26602 0.00 0.00 0.00
H -3.41462 2.94210 3.15177 0.01 0.00 0.00
H 1.93106 -1.37561 -0.65616 -0.02 0.01 -0.02
H 3.13827 -3.52113 -0.63856 0.01 0.00 0.00
H 4.51835 -4.15104 1.31451 0.00 0.00 0.00
H 4.69901 -2.62016 3.24625 0.00 0.00 0.00
H 3.47695 -0.49166 3.25302 0.01 0.00 0.01
H 1.62786 3.63963 1.48249 0.01 0.00 0.01
H 3.21692 5.38104 0.80588 0.00 0.00 0.00
H 5.34783 4.76141 -0.28541 0.00 0.00 0.00
H 5.88513 2.38297 -0.68614 0.00 0.00 0.00
H 4.30717 0.62582 0.00074 0.00 0.01 0.00
O -2.46161 4.34278 -0.66602 0.01 -0.01 0.00
S -1.83851 3.29643 0.05965 -0.03 -0.04 0.02
O -0.37422 3.34425 0.21360 -0.12 0.00 0.00
O -2.30499 3.36917 1.58008 -0.02 -0.03 0.01
O -2.17124 1.91972 -0.43933 0.04 0.05 -0.04
O -0.27632 -1.32429 -1.66658 0.01 -0.02 -0.01
B -0.59793 -0.91591 -0.35904 -0.05 -0.01 0.02
O -1.27743 -1.94462 0.29277 0.00 0.02 0.00
C -1.33386 -2.99715 -0.59689 -0.01 0.02 0.04
C -1.87422 -4.24769 -0.41359 -0.01 -0.01 -0.02
C -1.78067 -5.12649 -1.49279 0.00 0.02 0.01
C -1.17112 -4.74910 -2.68442 -0.01 0.00 -0.01
C -0.62788 -3.47588 -2.85358 0.01 -0.01 -0.01
C -0.72885 -2.62044 -1.78156 0.02 -0.01 -0.01
H -2.34321 -4.52966 0.51909 0.00 0.00 0.00
H -2.19141 -6.12259 -1.40055 0.00 0.00 0.00
H -1.11801 -5.45778 -3.49971 0.00 0.00 0.00
H -0.15009 -3.17579 -3.77649 0.00 0.00 0.00
C 0.72622 -0.51058 -5.91522 0.01 0.01 0.01
C -0.22134 0.68417 -5.89765 -0.02 0.00 0.01
C -1.56566 0.31435 -5.27620 0.01 0.03 0.00
C 0.40675 1.90230 -5.21545 0.00 -0.01 -0.01
N 0.66754 1.66932 -3.79474 0.02 -0.02 -0.01
C -0.14705 1.79846 -2.75513 0.02 0.00 -0.01
N 0.49740 1.35345 -1.70080 -0.04 0.00 0.05
N 1.71377 0.94627 -2.11211 -0.01 0.04 -0.02
N 1.82367 1.13456 -3.36721 -0.02 0.01 -0.01
H 0.27870 -1.33438 -6.47145 0.00 0.00 0.00
H 0.93325 -0.86282 -4.90181 -0.01 -0.01 -0.01
H 1.67937 -0.26247 -6.38374 0.00 -0.01 0.00
H -0.39528 1.00751 -6.92823 0.00 0.00 0.00
H -1.43959 -0.07927 -4.26351 0.00 -0.01 0.00
H -2.05025 -0.46436 -5.86439 0.00 -0.01 0.01
H -2.24569 1.16842 -5.23481 0.00 0.00 0.00
H -0.25183 2.76799 -5.27899 0.01 0.01 0.01
H 1.36551 2.15983 -5.66102 0.00 -0.01 -0.01
H -1.15221 2.18463 -2.77631 0.01 0.01 0.01
```
Positions in Å, forces in eV/Å.

ΔE to the lowest compared entry with this formula, charge and spin (eV): 0.000
Multiplicity: 2
M (g mol⁻¹): 931.78
Max |F| (eV/Å): 0.122
HOMO energy (alpha / beta) (eV): -10.1827 / -10.9067
Net charge: +1

So what do the calculations give for calculated total energy? Going down the list: -4351.830322; -3313.245194 hartree.